[1]
The following is a DFT calculation (ωB97M-V/def2-TZVPD) of C6H19HgO8S as an isolated structure.

Calculated values
Total charge = -1
Relative energy (zero: lowest compared OMol25 entry of this formula, charge and spin) = 37.5 kJ/mol

Geometry (Å):
Hg 3.017 -5.001 -5.519
S 1.216 -3.545 -3.827
O 0.758 -3.696 -2.457
O 1.025 -4.826 -4.578
O 0.552 -2.451 -4.546
O 2.700 -3.374 -3.925
O 2.288 -3.673 -7.063
H 2.717 -3.341 -7.851
C 6.904 -6.452 -6.852
C 6.081 -5.163 -6.989
O 5.525 -4.718 -5.764
H 7.157 -6.801 -7.855
H 6.369 -7.243 -6.329
H 7.833 -6.246 -6.315
H 5.274 -5.356 -7.695
H 6.703 -4.364 -7.402
H 6.228 -4.367 -5.207
C 3.928 -8.658 -3.175
C 4.333 -7.206 -3.299
O 3.210 -6.349 -3.557
H 3.532 -9.031 -4.116
H 3.176 -8.707 -2.385
H 4.787 -9.237 -2.828
H 5.096 -7.021 -4.057
H 4.782 -6.834 -2.368
H 2.664 -6.351 -2.760
C 0.820 -7.068 -8.201
C 2.252 -6.642 -8.354
O 2.963 -6.926 -7.137
H 0.192 -6.883 -9.080
H 0.321 -6.505 -7.409
H 0.738 -8.135 -7.972
H 2.330 -5.561 -8.486
H 2.712 -7.097 -9.240
H 3.268 -7.839 -7.145

[2]
The following is a DFT calculation (ωB97M-V/def2-TZVPD) of a 11-piece molecular cluster, C44H73F9N6O12 overall.

Geometry (Å):
C 26.384 19.467 14.195
C 24.990 19.879 14.328
C 24.069 19.361 13.189
C 22.668 19.835 13.346
N 21.589 20.224 13.323
H 26.489 18.392 13.965
H 26.998 19.610 15.099
H 26.983 19.998 13.453
H 24.802 20.943 14.287
H 24.584 19.658 15.347
H 24.025 18.253 13.351
H 24.474 19.595 12.192
C 17.484 22.801 10.195
C 17.887 21.423 10.760
C 18.265 21.510 12.290
C 17.121 21.532 13.136
N 16.207 21.606 13.835
H 18.254 23.519 10.433
H 16.535 23.177 10.601
H 17.384 22.806 9.126
H 18.736 21.028 10.228
H 17.118 20.691 10.567
H 18.911 22.389 12.486
H 18.803 20.614 12.611
C 16.874 16.345 20.064
C 16.664 15.111 19.180
C 16.502 15.333 17.667
C 15.361 16.146 17.498
N 14.329 16.651 17.617
H 17.174 16.084 21.143
H 15.978 17.013 20.074
H 17.635 17.025 19.617
H 15.784 14.663 19.510
H 17.540 14.470 19.325
H 16.422 14.382 17.177
H 17.326 15.906 17.259
C 17.168 12.894 11.135
C 17.899 13.890 10.107
C 19.100 14.586 10.800
C 20.139 13.787 11.359
N 21.047 13.256 11.850
H 16.408 12.378 10.608
H 16.748 13.552 11.963
H 17.819 12.075 11.460
H 17.202 14.712 9.870
H 18.212 13.359 9.202
H 18.653 15.079 11.632
H 19.644 15.336 10.236
C 13.629 19.280 10.764
C 13.817 19.879 12.207
C 13.282 21.314 12.376
C 11.812 21.415 12.181
N 10.692 21.322 11.949
H 13.693 18.194 10.831
H 14.228 19.783 10.029
H 12.565 19.380 10.495
H 14.873 19.927 12.406
H 13.337 19.324 12.978
H 13.781 21.993 11.665
H 13.521 21.714 13.397
C 15.247 20.679 17.015
C 14.850 20.089 18.354
C 15.733 20.475 19.569
C 17.131 20.155 19.300
N 18.183 19.728 19.095
H 16.086 20.127 16.624
H 15.529 21.742 17.013
H 14.450 20.450 16.331
H 14.802 18.994 18.142
H 13.726 20.196 18.596
H 15.573 19.930 20.501
H 15.649 21.561 19.733
C 21.186 20.743 17.151
C 21.380 19.591 18.070
O 22.172 18.550 17.324
C 22.787 17.657 18.068
O 22.731 17.592 19.237
C 23.664 16.758 17.193
F 23.190 15.509 16.991
F 23.944 17.340 16.037
F 24.807 16.645 17.805
H 20.747 21.587 17.792
H 20.491 20.470 16.269
H 22.135 21.023 16.715
H 20.462 19.147 18.482
H 22.040 19.901 18.884
C 10.873 21.119 16.037
C 9.614 21.459 16.852
O 9.974 21.425 18.241
C 9.716 20.297 18.945
O 9.216 19.275 18.615
C 10.450 20.481 20.321
F 9.869 19.595 21.153
F 11.748 20.235 20.302
F 10.347 21.667 20.832
H 10.656 21.250 14.995
H 11.234 20.130 16.212
H 11.697 21.836 16.223
H 8.764 20.804 16.668
H 9.171 22.474 16.690
C 8.331 19.387 13.812
C 9.085 18.441 12.923
O 10.078 17.722 13.734
C 11.091 17.163 13.090
O 11.233 17.159 11.892
C 12.081 16.533 14.077
F 11.349 15.599 14.740
F 13.119 16.003 13.424
F 12.573 17.449 14.881
H 7.634 19.856 13.096
H 8.951 20.240 14.076
H 7.912 18.857 14.651
H 9.540 19.049 12.168
H 8.517 17.710 12.407
C 24.004 15.076 10.406
C 24.110 16.283 9.458
O 22.808 16.826 9.153
C 22.232 17.703 10.029
O 22.754 18.201 11.015
O 20.988 17.948 9.561
C 20.181 18.915 10.252
H 23.399 14.252 9.971
H 23.662 15.340 11.386
H 25.026 14.668 10.558
H 24.596 16.004 8.502
H 24.692 17.109 9.844
H 19.161 18.964 9.750
H 20.580 19.893 10.071
H 20.064 18.674 11.290
C 16.076 16.374 12.595
C 16.306 17.063 13.896
O 17.577 16.690 14.570
C 18.692 17.008 13.895
O 18.805 17.634 12.893
O 19.680 16.567 14.625
C 20.958 16.950 14.158
H 16.971 16.353 12.006
H 15.363 16.947 11.975
H 15.570 15.401 12.763
H 15.509 16.909 14.621
H 16.248 18.142 13.692
H 20.990 16.756 13.086
H 21.706 16.400 14.682
H 21.029 18.077 14.337

[3]
The following is a DFT calculation (ωB97M-V/def2-TZVPD) of a 2-piece molecular cluster, C27H29N4 overall.

Calculated values
Total charge = +1
Relative energy (zero: lowest compared OMol25 entry of this formula, charge and spin) = 74.3 kJ/mol

Geometry (Å):
C 3.046 2.531 -1.519
C 3.379 2.259 -0.183
C 3.202 0.977 0.352
C 2.682 -0.042 -0.476
C 2.450 -1.414 -0.007
N 2.121 -2.428 -0.785
C 1.923 -3.594 0.092
C 2.264 -3.143 1.516
N 2.558 -1.741 1.303
C 2.350 0.224 -1.811
C 2.535 1.506 -2.333
H 3.181 3.538 -1.922
H 3.783 3.053 0.447
H 3.481 0.775 1.389
H 0.877 -3.941 0.057
H 2.579 -4.416 -0.227
H 1.420 -3.265 2.197
H 3.148 -3.665 1.887
H 2.741 -1.072 2.037
H 1.957 -0.593 -2.421
H 2.279 1.701 -3.374
C -2.519 -3.081 -5.618
N -1.257 -3.543 -6.156
C -1.359 -4.171 -7.458
C -0.050 -3.417 -5.461
C 0.395 -4.451 -4.605
C 1.602 -4.340 -3.943
C 2.417 -3.189 -4.089
C 3.708 -3.112 -3.478
C 4.567 -4.204 -3.391
C 5.860 -4.222 -2.711
C 6.532 -3.286 -1.940
C 7.820 -3.610 -1.473
C 8.418 -4.845 -1.781
C 7.742 -5.795 -2.564
C 6.469 -5.463 -2.998
N 5.588 -6.191 -3.813
C 5.843 -7.497 -4.384
C 4.458 -5.470 -4.035
C 1.922 -2.122 -4.889
C 0.738 -2.249 -5.588
H -2.362 -2.632 -4.630
H -2.965 -2.335 -6.294
H -3.223 -3.924 -5.530
H -0.370 -4.507 -7.793
H -2.042 -5.034 -7.409
H -1.768 -3.455 -8.189
H -0.231 -5.336 -4.488
H 1.941 -5.146 -3.291
H 4.093 -2.141 -3.171
H 6.044 -2.337 -1.717
H 8.371 -2.892 -0.865
H 9.420 -5.064 -1.413
H 8.177 -6.755 -2.837
H 6.831 -7.838 -4.068
H 5.076 -8.209 -4.048
H 5.801 -7.444 -5.481
H 3.652 -5.854 -4.660
H 2.528 -1.219 -4.993
H 0.387 -1.465 -6.260

[4]
The following is a DFT calculation (ωB97M-V/def2-TZVPD) of CH2N2OS2 in the gas phase.

Calculated values
Relative energy (zero: lowest compared OMol25 entry of this formula, charge and spin) = 235.2 kJ/mol

Geometry (Å):
C 0.957 -0.731 -0.214
N 0.563 -0.109 -1.189
N -0.389 -0.796 1.274
O -0.509 2.072 -0.851
S -1.773 -0.333 0.550
S -0.950 0.775 -1.312
H 1.932 -0.977 0.159
H 0.169 0.099 1.582

[5]
The following is a DFT calculation (ωB97M-V/def2-TZVPD) of an isolated ion of composition C7H11N2OS and charge +1.

Calculated values
Total charge = +1
Relative energy (zero: lowest compared OMol25 entry of this formula, charge and spin) = 620.4 kJ/mol

Geometry (Å):
C 1.500 1.571 -0.265
C -0.187 0.435 0.993
C 1.662 -1.006 -0.738
C -1.714 0.346 1.031
C -2.020 -0.432 -0.256
C -1.168 -1.633 -0.289
C 2.997 -0.627 -0.158
N 0.409 1.511 0.465
N 2.187 0.470 -0.837
O 3.310 -0.463 1.169
S 0.428 -1.187 0.580
H 2.082 2.571 -0.351
H -2.023 -0.328 1.905
H -2.219 1.389 1.064
H -3.080 -0.577 -0.198
H -1.733 0.276 -0.959
H -1.526 -2.510 0.449
H -0.877 -2.041 -1.172
H 3.906 -1.118 -0.784
H -0.250 2.248 0.420
H 2.465 0.701 -1.882
H 3.394 0.512 1.491

[6]
The following is a DFT calculation (ωB97M-V/def2-TZVPD) of a 2-piece molecular cluster, C5H12S overall.

Calculated values
Relative energy (zero: lowest compared OMol25 entry of this formula, charge and spin) = 552.3 kJ/mol

Geometry (Å):
C 0.910 -2.423 2.914
S 2.042 -1.978 1.466
C 3.336 -0.901 2.075
H 0.669 -3.409 2.738
H 0.053 -1.867 3.009
H 1.401 -2.217 3.912
H 3.422 -0.031 1.306
H 2.969 -0.352 2.994
H 4.437 -1.193 2.254
C -0.943 1.319 -2.847
C -2.266 1.630 -2.278
C -3.383 2.379 -2.390
H -0.349 0.911 -2.148
H -1.266 0.476 -3.621
H -0.507 2.136 -3.319
H -2.575 0.984 -1.560
H -3.877 2.693 -1.455
H -4.074 1.845 -3.049

For each record above, in turn, the calculated E values are -1393.489137; -3850.533387; -1265.029748; -1020.302730; -855.773429; -595.671673 Eh.